1.
{
  "formula": "C46H37BrLiN3O2Sb",
  "method": "ωB97M-V/def2-TZVPD",
  "species": ["Li", "C", "C", "N", "C", "C", "C", "C", "C", "C", "C", "N", "C", "C", "C", "C", "C", "C", "C", "C", "N", "C", "H", "H", "H", "H", "H", "H", "H", "H", "H", "H", "H", "H", "Br", "C", "C", "C", "C", "C", "C", "C", "O", "O", "H", "H", "H", "H", "C", "C", "C", "C", "C", "C", "C", "Sb", "C", "C", "C", "C", "C", "C", "C", "C", "C", "C", "C", "C", "C", "C", "H", "H", "H", "H", "H", "H", "H", "H", "H", "H", "H", "H", "H", "H", "H", "H", "H", "H", "H", "H", "H"],
  "xyz": [[1.684, -0.264, -1.618], [-1.322, 1.574, -4.115], [-0.598, 1.182, -2.988], [0.651, 0.782, -2.999], [1.313, 0.715, -4.152], [0.666, 0.911, -5.406], [-0.738, 1.366, -5.378], [1.338, 0.589, -6.583], [2.610, 0.023, -6.461], [3.305, -0.117, -5.218], [2.713, 0.288, -4.039], [3.185, 0.199, -2.765], [4.442, -0.072, -2.283], [5.659, -0.033, -2.932], [6.830, -0.210, -2.238], [6.875, -0.472, -0.853], [5.686, -0.597, -0.135], [5.647, -0.839, 1.248], [4.417, -0.888, 1.832], [3.238, -0.757, 1.102], [3.277, -0.522, -0.210], [4.463, -0.400, -0.844], [-2.274, 2.097, -3.994], [-1.138, 1.106, -2.068], [-1.210, 1.637, -6.317], [0.939, 0.799, -7.582], [3.069, -0.319, -7.408], [4.343, -0.448, -5.152], [5.746, 0.125, -4.011], [7.704, -0.078, -2.868], [7.856, -0.465, -0.463], [6.586, -0.844, 1.783], [4.235, -1.057, 2.906], [2.315, -0.982, 1.618], [-1.962, -4.223, 0.727], [-0.563, -4.516, -0.552], [-0.652, -5.699, -1.297], [0.337, -5.962, -2.243], [1.273, -4.983, -2.520], [1.317, -3.854, -1.791], [0.359, -3.529, -0.795], [0.327, -2.211, -0.038], [0.324, -2.206, 1.193], [0.223, -1.266, -0.883], [-1.498, -6.358, -1.123], [0.301, -6.895, -2.799], [1.818, -5.033, -3.427], [2.011, -3.085, -1.961], [-0.081, -0.801, 4.353], [-0.421, 0.670, 4.510], [-0.278, 1.138, 5.814], [-0.275, 2.486, 6.066], [-0.482, 3.438, 5.004], [-0.734, 2.984, 3.743], [-0.723, 1.596, 3.487], [-1.277, 0.860, 1.558], [-2.321, 2.688, 0.908], [-1.651, 3.400, -0.105], [-2.114, 4.614, -0.620], [-3.270, 5.174, -0.134], [-3.929, 4.514, 0.869], [-3.498, 3.295, 1.475], [-4.263, 2.700, 2.618], [-3.005, -0.367, 2.130], [-3.372, -0.477, 3.510], [-4.335, -1.373, 3.936], [-4.998, -2.092, 2.935], [-4.729, -1.895, 1.597], [-3.693, -1.091, 1.153], [-3.379, -0.993, -0.307], [1.017, -0.850, 4.374], [-0.264, -1.233, 3.355], [-0.477, -1.355, 5.179], [-0.233, 0.373, 6.556], [-0.286, 2.877, 7.091], [-0.358, 4.542, 5.163], [-0.993, 3.753, 2.995], [-0.810, 2.901, -0.528], [-1.661, 5.059, -1.520], [-3.593, 6.124, -0.473], [-4.856, 4.840, 1.337], [-5.157, 2.224, 2.259], [-4.597, 3.468, 3.313], [-3.740, 2.029, 3.288], [-2.909, 0.213, 4.228], [-4.416, -1.536, 5.009], [-5.749, -2.839, 3.161], [-5.268, -2.518, 0.865], [-4.049, -1.538, -0.936], [-2.345, -1.241, -0.490], [-3.553, 0.029, -0.629]],
  "atomic_forces_ev_per_a": [[-0.226, 0.044, 0.606], [0.524, 0.238, -2.199], [0.005, -0.304, -0.072], [-1.008, 0.399, 0.588], [0.418, -0.284, -0.697], [-2.252, 0.517, 0.805], [1.763, 0.243, 1.782], [1.739, -0.585, -0.662], [-0.167, 0.203, -0.372], [0.165, 0.330, -1.052], [0.030, -0.184, 0.520], [0.311, -0.190, 0.066], [-1.792, 0.005, 0.040], [-0.566, -0.069, -1.066], [0.553, -0.194, 1.580], [0.532, 0.641, -3.001], [-0.251, 0.311, -0.645], [-0.451, 0.603, -0.223], [-0.163, -0.341, 1.736], [0.779, -0.277, -1.501], [-0.859, -0.071, 0.688], [0.214, -0.069, 0.078], [0.119, -0.558, -0.096], [-0.006, 0.139, 0.781], [-0.106, -0.127, 0.142], [-0.078, -0.265, 0.525], [0.036, 0.280, 0.740], [-0.547, -0.205, -0.487], [-0.253, 0.164, 0.526], [0.439, -0.191, 0.577], [0.718, -0.321, 1.032], [-0.024, -0.317, 0.223], [0.622, 0.069, -0.452], [-0.421, 0.368, -0.464], [-0.022, -0.142, -0.085], [-1.075, -0.330, -0.102], [0.651, 0.113, 0.189], [-1.305, -0.323, 0.259], [-0.334, -0.851, -0.495], [-1.346, 1.786, 1.715], [0.790, -1.537, 0.252], [-0.180, -0.002, -1.251], [0.194, 0.320, -0.016], [0.350, 0.314, 0.726], [0.310, -0.093, 0.010], [-0.013, 0.209, -0.091], [1.037, -0.363, -0.433], [1.028, 0.838, -0.620], [0.678, 0.858, -1.667], [0.295, 0.459, -0.618], [-0.282, 0.661, -0.662], [-0.831, 1.815, -0.153], [1.031, 0.063, 1.815], [-0.348, -0.220, -0.434], [-0.352, -0.475, 0.245], [-0.274, -0.050, -0.789], [-0.766, 0.971, 0.882], [-1.010, -0.273, 0.252], [0.649, -0.476, -1.032], [0.303, -0.489, 0.522], [-0.850, -1.711, 2.196], [1.728, 0.204, -1.690], [-0.135, 0.661, 0.477], [0.077, 0.568, 1.231], [0.558, 0.561, -1.272], [0.459, -0.148, -0.514], [-0.380, -0.187, 0.556], [-0.301, -0.987, -0.400], [0.056, 0.309, 0.462], [0.047, 0.908, 0.440], [-0.103, -0.067, 0.390], [-0.579, -0.020, 0.485], [-0.312, -0.620, 0.216], [0.308, -0.096, 0.850], [0.380, -0.261, -0.355], [-0.400, -1.218, 0.158], [0.223, -0.817, 0.079], [0.726, 0.038, -0.434], [0.165, -0.185, 0.694], [-0.480, 0.662, -0.438], [0.055, 0.678, -0.382], [-0.415, -0.507, -0.140], [-0.162, 0.475, -0.141], [0.410, -0.284, -0.516], [0.027, -0.588, -0.225], [-0.561, -0.048, -0.265], [-0.022, 0.046, 0.292], [0.195, 0.424, 0.335], [-0.304, -0.923, -0.203], [0.339, -0.167, -0.303], [0.280, 0.518, -0.044]],
  "mulliken_charge": [1.218, -0.927, -0.532, -0.009, 0.436, 1.013, -0.834, -0.719, -0.709, -0.899, 0.295, -0.144, 0.180, -0.703, -0.782, -1.044, 1.438, -0.885, -0.771, -0.309, -0.103, -0.032, 0.461, 1.003, 0.357, 0.323, 0.305, 0.216, 0.258, 0.353, 0.388, 0.412, 0.361, 0.536, -0.163, 0.405, -0.646, -0.399, -0.769, -0.217, 0.560, 0.210, -0.627, -0.622, 0.359, 0.351, 0.379, 0.403, -1.478, 0.703, -0.785, -0.651, -0.541, -0.485, 0.627, 0.551, 0.255, -0.656, -0.771, -0.717, -0.608, 1.324, -1.791, 1.118, -0.306, -0.879, -0.669, -0.571, 0.094, -1.372, 0.403, 0.060, 0.410, 0.437, 0.319, 0.326, 0.375, 0.593, 0.356, 0.411, 0.388, 0.382, 0.510, 0.125, 0.230, 0.399, 0.341, 0.311, 0.451, 0.119, 0.292],
  "spin_multiplicity": 1,
  "total_charge": -1,
  "e_above_lowest_kj_mol": 84.8,
  "energy_ha": -4911.7691,
  "homo_lumo_gap_ev": 6.5
}

---

2.
{
  "formula": "C5H8NO",
  "method": "ωB97M-V/def2-TZVPD",
  "species": ["C", "C", "N", "C", "O", "C", "C", "H", "H", "H", "H", "H", "H", "H", "H"],
  "xyz": [[1.459, 0.916, 1.842], [0.709, 0.443, 0.854], [0.690, 0.436, -0.612], [-0.721, 0.730, -0.823], [-1.320, 0.499, -2.040], [-0.386, -0.342, 0.154], [-0.670, -1.758, 0.053], [2.419, 1.550, 1.648], [1.151, 0.794, 2.901], [1.403, 0.249, -1.378], [-1.123, 1.742, -0.194], [-1.346, 1.250, -2.626], [0.227, -2.391, -0.047], [-1.347, -2.057, -0.764], [-1.142, -2.060, 1.031]],
  "atomic_forces_ev_per_a": [[0.707, 0.895, -0.396], [-0.639, -0.622, -0.803], [2.683, 0.761, -1.201], [-3.201, 4.297, 1.813], [1.003, -1.638, 1.712], [0.995, 0.627, -0.046], [-0.491, -2.250, 1.016], [-2.009, -1.378, 0.210], [0.258, -0.152, -0.966], [-1.103, -0.091, 1.423], [1.356, -2.418, -2.277], [0.100, 0.756, 0.004], [-0.146, 0.436, 0.175], [0.167, 0.583, 0.311], [0.319, 0.194, -0.974]],
  "nbo_charge": [-0.353, 0.137, -0.440, 0.277, -0.665, 0.170, -0.684, 0.270, 0.268, 0.475, 0.206, 0.520, 0.265, 0.275, 0.279],
  "spin_multiplicity": 1,
  "total_charge": 1,
  "e_above_lowest_kj_mol": 332.9,
  "energy_ha": -324.9122,
  "homo_lumo_gap_ev": 11.7
}